{
  "formula": "C42H53BrCl3N2O2P3SV",
  "method": "ωB97M-V with the def2-TZVPD basis set",
  "elements": ["V", "C", "C", "P", "C", "C", "C", "C", "C", "C", "C", "C", "C", "C", "C", "C", "C", "P", "C", "C", "C", "C", "C", "C", "C", "C", "C", "C", "C", "C", "H", "H", "H", "H", "H", "H", "H", "H", "H", "H", "H", "H", "H", "H", "H", "H", "H", "H", "H", "H", "H", "H", "H", "H", "H", "H", "Cl", "C", "Cl", "Cl", "C", "O", "O", "Br", "C", "N", "C", "C", "N", "C", "S", "H", "H", "H", "H", "H", "H", "C", "C", "C", "P", "C", "C", "C", "C", "C", "C", "H", "H", "H", "H", "H", "H", "H", "H", "H", "H", "H", "H", "H", "H", "H", "H", "H", "H", "H", "H", "H"],
  "coordinates": [[-1.3581, -0.8418, 0.3452], [-1.2766, 3.1708, 0.6947], [-0.2299, 3.3952, -0.4270], [1.2211, 2.3553, -0.1715], [2.4457, 2.8860, -1.3876], [3.7021, 3.3684, -1.0442], [4.6260, 3.6753, -2.0322], [4.3013, 3.4898, -3.3667], [3.0516, 2.9944, -3.7171], [2.1282, 2.6895, -2.7305], [1.8178, 2.8046, 1.4641], [1.8307, 1.8364, 2.4582], [2.2051, 2.1756, 3.7521], [2.5722, 3.4771, 4.0466], [2.5566, 4.4529, 3.0548], [2.1704, 4.1220, 1.7685], [-2.6713, 2.8235, 0.1442], [-3.0900, 1.0083, 0.1415], [-4.0809, 0.9928, -1.4013], [-5.4237, 1.3555, -1.4608], [-6.1008, 1.3601, -2.6714], [-5.4377, 1.0094, -3.8401], [-4.0907, 0.6809, -3.7954], [-3.4170, 0.6769, -2.5837], [-4.3362, 0.8919, 1.4732], [-4.1191, 1.5639, 2.6741], [-5.0005, 1.4221, 3.7339], [-6.1128, 0.6027, 3.6071], [-6.3265, -0.0881, 2.4234], [-5.4368, 0.0468, 1.3690], [-1.3220, 4.0647, 1.3182], [-0.9512, 2.3621, 1.3578], [0.0800, 4.4401, -0.4951], [-0.6232, 3.0987, -1.4031], [3.9749, 3.4871, -0.0039], [5.6053, 4.0425, -1.7557], [5.0252, 3.7228, -4.1365], [2.8004, 2.8343, -4.7566], [1.1682, 2.2690, -3.0038], [1.5098, 0.8329, 2.2252], [2.1927, 1.4202, 4.5253], [2.8618, 3.7415, 5.0553], [2.8377, 5.4710, 3.2889], [2.1452, 4.8893, 1.0033], [-2.7641, 3.1518, -0.8924], [-3.4617, 3.3247, 0.7056], [-5.9481, 1.6421, -0.5583], [-7.1460, 1.6376, -2.7007], [-5.9700, 0.9934, -4.7820], [-3.5658, 0.4147, -4.7030], [-2.3664, 0.4090, -2.5551], [-3.2412, 2.1844, 2.8014], [-4.8107, 1.9437, 4.6624], [-6.8014, 0.4905, 4.4345], [-7.1856, -0.7373, 2.3169], [-5.6028, -0.5235, 0.4622], [-5.5186, -2.2321, -1.7056], [-4.2460, -3.2826, -1.0462], [-4.8810, -4.2553, 0.2745], [-3.6362, -4.3410, -2.3249], [-3.1266, -2.3455, -0.5455], [-3.0752, -2.0547, 0.6671], [-2.3227, -1.8683, -1.3786], [-1.0945, -0.1405, 2.7408], [5.0137, 0.8673, 1.3772], [5.2560, 0.7743, -0.0494], [6.4900, 0.9606, -0.6502], [6.2951, 0.7813, -1.9736], [4.9516, 0.4923, -2.1116], [4.2707, 0.4842, -0.9345], [0.8145, 0.4470, -0.3828], [5.1907, 1.8810, 1.7392], [5.6558, 0.1743, 1.9218], [3.9729, 0.6027, 1.5478], [7.3820, 1.1923, -0.0985], [6.9808, 0.8340, -2.7985], [4.4895, 0.3217, -2.9877], [0.0413, -5.7676, 0.4033], [-0.6658, -4.4281, 0.6208], [-1.1409, -4.3101, 2.0688], [0.2919, -2.9043, 0.1380], [0.9358, -3.3717, -1.5377], [-0.1421, -3.8973, -2.4839], [1.6745, -2.2238, -2.2291], [1.8052, -3.0939, 1.2383], [1.7516, -2.1567, 2.4366], [3.1667, -2.9254, 0.5562], [-0.6178, -6.5778, 0.7237], [0.9543, -5.8491, 0.9951], [0.3031, -5.9529, -0.6354], [-1.5480, -4.4105, -0.0311], [-0.2971, -4.3869, 2.7584], [-1.8298, -5.1260, 2.2975], [-1.6549, -3.3687, 2.2680], [1.6480, -4.1811, -1.3443], [-0.8933, -3.1349, -2.6965], [-0.6621, -4.7723, -2.1003], [0.3332, -4.1797, -3.4268], [0.9609, -1.4637, -2.5553], [2.1783, -2.6129, -3.1176], [2.4119, -1.7189, -1.6084], [1.7347, -4.1164, 1.6191], [1.8083, -1.1192, 2.1073], [2.6040, -2.3605, 3.0905], [0.8377, -2.2530, 3.0171], [3.3379, -1.8837, 0.2630], [3.3029, -3.5544, -0.3203], [3.9461, -3.1972, 1.2724]],
  "forces_ev_per_a": [[0.358, 0.173, -0.262], [0.011, -0.109, -0.128], [-0.260, -0.018, 0.146], [-0.047, -0.004, 0.060], [-0.035, -0.055, -0.162], [0.025, 0.179, 0.014], [-0.044, 0.092, 0.003], [-0.025, 0.032, -0.026], [0.043, 0.009, 0.043], [0.001, 0.067, 0.037], [0.057, 0.043, 0.140], [0.010, 0.144, 0.074], [0.003, 0.001, -0.051], [0.032, 0.019, 0.036], [0.004, 0.011, 0.003], [-0.015, -0.027, -0.025], [0.159, -0.003, 0.152], [-0.388, 0.410, -0.209], [-0.042, -0.022, 0.069], [-0.050, 0.114, -0.008], [0.062, -0.029, -0.030], [-0.012, -0.018, 0.035], [-0.020, 0.036, -0.016], [0.080, -0.049, -0.007], [0.115, -0.024, 0.043], [-0.010, 0.086, -0.032], [-0.047, -0.019, -0.032], [0.016, -0.011, 0.017], [0.014, 0.034, 0.012], [0.005, -0.159, -0.071], [-0.026, 0.026, -0.049], [0.014, 0.046, 0.022], [0.004, -0.001, -0.027], [-0.017, 0.071, 0.007], [-0.010, -0.001, -0.002], [0.006, 0.004, -0.001], [0.019, 0.009, -0.022], [-0.014, 0.017, -0.044], [-0.020, -0.024, 0.009], [-0.043, -0.032, -0.007], [-0.012, -0.029, 0.027], [0.009, 0.009, 0.010], [-0.006, 0.017, 0.008], [-0.001, 0.005, -0.022], [-0.021, 0.022, 0.041], [0.025, 0.017, -0.002], [-0.003, -0.030, -0.018], [-0.032, 0.004, -0.005], [-0.005, 0.014, -0.021], [0.014, -0.010, -0.020], [-0.032, -0.064, 0.023], [0.017, 0.007, -0.015], [0.004, 0.012, 0.015], [-0.014, 0.004, 0.002], [0.000, -0.034, 0.012], [0.012, 0.050, 0.075], [-0.059, -0.038, -0.043], [-0.036, -0.042, -0.068], [-0.058, -0.032, 0.021], [-0.053, -0.006, 0.010], [0.285, 0.231, -0.077], [-0.176, -0.266, 0.091], [-0.039, -0.051, -0.104], [0.000, 0.112, 0.469], [0.017, -0.077, -0.049], [0.026, -0.061, 0.126], [-0.027, 0.019, -0.128], [0.003, 0.041, 0.130], [-0.057, -0.116, -0.043], [0.153, -0.312, -0.049], [-0.158, -0.305, -0.234], [-0.008, 0.034, 0.025], [0.009, 0.013, 0.004], [0.066, 0.001, -0.006], [0.061, 0.017, 0.037], [0.044, -0.007, -0.041], [0.029, 0.012, 0.045], [-0.020, 0.014, 0.047], [-0.059, -0.004, -0.081], [-0.010, 0.051, 0.054], [0.120, -0.259, 0.255], [0.075, -0.050, -0.040], [-0.042, 0.057, -0.053], [-0.064, 0.066, -0.034], [0.037, 0.062, -0.101], [-0.024, 0.022, 0.088], [-0.016, 0.088, 0.055], [-0.014, 0.002, 0.002], [-0.003, 0.003, 0.026], [0.023, 0.026, -0.078], [0.015, 0.025, 0.045], [0.008, -0.017, 0.026], [0.003, -0.009, 0.011], [0.021, -0.003, -0.042], [-0.042, -0.006, -0.060], [0.084, -0.036, 0.035], [-0.012, -0.021, 0.013], [-0.014, -0.019, -0.024], [-0.005, -0.022, -0.006], [0.020, 0.002, -0.038], [-0.015, -0.015, 0.003], [0.073, -0.006, -0.078], [0.017, -0.037, -0.022], [0.018, 0.017, 0.032], [-0.043, -0.011, 0.007], [-0.040, -0.082, 0.027], [0.004, -0.030, -0.035], [0.013, 0.013, 0.030]],
  "lowdin_spin": [2.7967, 0.0007, 0.0013, 0.0070, -0.0008, -0.0002, 0.0000, -0.0002, 0.0001, 0.0001, 0.0021, 0.0010, 0.0002, 0.0000, 0.0002, 0.0003, 0.0013, 0.0195, -0.0004, -0.0007, 0.0000, -0.0003, 0.0002, 0.0014, 0.0034, 0.0007, 0.0003, 0.0000, 0.0002, 0.0002, 0.0000, 0.0010, 0.0002, 0.0000, 0.0000, 0.0000, 0.0000, 0.0000, 0.0003, 0.0004, 0.0000, 0.0000, 0.0000, 0.0000, 0.0000, -0.0003, 0.0000, 0.0000, 0.0000, 0.0000, 0.0020, 0.0006, 0.0000, 0.0000, 0.0000, 0.0001, 0.0024, 0.0007, 0.0002, 0.0005, 0.0245, 0.0138, 0.0184, 0.0504, 0.0000, 0.0000, 0.0000, 0.0000, 0.0000, 0.0004, 0.0285, 0.0000, 0.0000, 0.0000, 0.0000, 0.0000, 0.0000, 0.0003, 0.0038, 0.0018, 0.0120, -0.0020, -0.0001, 0.0002, 0.0019, 0.0012, 0.0003, 0.0002, 0.0000, 0.0000, -0.0001, 0.0000, 0.0001, 0.0013, -0.0006, 0.0000, 0.0000, 0.0000, 0.0003, 0.0000, 0.0000, -0.0001, 0.0002, 0.0000, 0.0007, 0.0000, 0.0000, 0.0001],
  "spin_multiplicity": 4,
  "homo_ev": [-7.01, -8.02]
}